Computed, not measured: a single C3H7ClN2S molecule in a non-equilibrium geometry, with ωB97M-V with the def2-TZVPD basis set.

Structure (ORCA input):
```
! RIJCOSX wB97M-V def2-TZVPD def2/J DEFGRID3
* xyz 0 1
C 1.27 -0.77 2.11
C -0.12 0.27 0.55
C -1.37 1.00 0.28
H 2.18 -0.27 1.88
H 1.32 -1.71 1.53
H 1.22 -1.05 3.17
H -2.00 1.08 1.16
H -1.24 1.96 -0.15
H 0.04 -0.07 -1.47
H 2.22 -1.64 -1.13
N 0.14 0.04 1.79
N 0.55 -0.11 -0.61
S 2.20 -0.30 -0.88
Cl -2.49 0.23 -0.99
*
```

## Properties
HOMO: -9.22 eV
energy relative to the best compared isomer or geometry (same formula, charge and spin): 72.37 kJ/mol
gap between HOMO and LUMO: 0.3616 Ha
SMILES: C/N=C(/CCl)NS
M: 138.623 g/mol
LUMO: 0.0228 Eh
energy: -29561.38900 eV

Results of the natural (NBO) charge analysis, in e, for atoms 1 through 8: -0.448 0.377 -0.355 0.205 0.183 0.201 0.249 0.222

Computed, not measured: 2 unconnected molecules or ions with the total composition C3H7ClN3 in a non-equilibrium geometry, with ωB97M-V with the def2-TZVPD basis set.

Structure (ORCA input):
```
! RIJCOSX wB97M-V def2-TZVPD def2/J DEFGRID3
* xyz 1 1
C -1.94 0.34 -0.09
C 0.89 -0.29 0.01
C -0.23 -0.75 -0.75
N -1.62 1.51 0.07
N 1.19 0.99 0.01
N 1.63 -1.16 0.69
Cl -3.22 -0.69 0.05
H -0.32 -0.35 -1.75
H -0.51 -1.79 -0.65
H -2.24 2.24 0.38
H 0.50 1.65 -0.33
H 1.98 1.35 0.53
H 1.45 -2.15 0.62
H 2.45 -0.88 1.20
*
```

## Properties
HOMO: -13.76 eV
energy relative to the best compared isomer or geometry (same formula, charge and spin): 115.24 kJ/mol
gap between HOMO and LUMO: 0.3537 Ha
M: 120.563 g/mol
LUMO: -0.1522 Eh
energy: -20209.54725 eV

Results of the natural (NBO) charge analysis, in e, for atoms 1 through 8: 0.321 0.505 -0.525 -0.673 -0.715 -0.720 0.170 0.264

Computed, not measured: a gas-phase ion, C3H7ClN3 (charge +1) in a non-equilibrium geometry, with ωB97M-V with the def2-TZVPD basis set.

Structure (ORCA input):
```
! RIJCOSX wB97M-V def2-TZVPD def2/J DEFGRID3
* xyz 1 1
C -1.75 -0.57 0.11
C 0.52 0.42 -0.11
C -0.59 0.13 0.85
N -1.78 -1.75 -0.36
N 1.33 -0.56 -0.57
N 0.93 1.69 -0.11
Cl -3.23 0.50 -0.06
H -0.13 -0.65 1.41
H -1.00 0.94 1.47
H -2.56 -2.14 -0.88
H 0.79 -1.43 -0.56
H 1.89 -0.64 -1.39
H 0.13 2.28 0.03
H 1.76 2.00 -0.57
*
```

## Properties
HOMO: -14.51 eV
energy relative to the best compared isomer or geometry (same formula, charge and spin): 41.45 kJ/mol
gap between HOMO and LUMO: 0.3671 Ha
SMILES: [H]/N=C(\Cl)CC(N)=[NH2+]
M: 120.563 g/mol
LUMO: -0.1662 Eh
energy: -20210.31197 eV

Results of the natural (NBO) charge analysis, in e, for atoms 1 through 8: 0.312 0.598 -0.560 -0.621 -0.728 -0.681 -0.051 0.291

Computed, not measured: a single C3H7ClN4 molecule in a non-equilibrium geometry, with ωB97M-V with the def2-TZVPD basis set.

Structure (ORCA input):
```
! RIJCOSX wB97M-V def2-TZVPD def2/J DEFGRID3
* xyz 0 1
C 1.10 0.01 -0.03
C -0.09 0.61 -0.04
C -1.46 -0.05 -0.10
H 2.91 0.16 -0.58
H 2.50 1.57 0.29
H 0.22 -1.97 -0.20
H 1.79 -1.86 0.61
H -2.07 1.60 1.08
H -3.24 0.30 0.76
H -1.04 -1.37 -1.35
N 2.37 0.53 0.25
N 1.14 -1.45 -0.11
N -2.34 0.69 0.54
N -1.78 -1.15 -0.69
Cl -0.02 2.36 -0.43
*
```

## Properties
HOMO: -8.56 eV
energy relative to the best compared isomer or geometry (same formula, charge and spin): 91.80 kJ/mol
gap between HOMO and LUMO: 0.3412 Ha
SMILES: [H]/N=C(/N)C(Cl)=C(N)N
M: 134.570 g/mol
LUMO: 0.0268 Eh
energy: -21706.67808 eV

Results of the natural (NBO) charge analysis, in e, for atoms 1 through 8: 0.353 -0.228 0.427 0.385 0.403 0.409 0.388 0.413

Computed, not measured: a molecular structure, C3H7ClNOZr in a non-equilibrium geometry, with ωB97M-V with the def2-TZVPD basis set.

Structure (ORCA input):
```
! RIJCOSX wB97M-V def2-TZVPD def2/J DEFGRID3
* xyz 3 1
Zr -4.30 1.01 -5.22
Cl -6.14 2.01 -1.24
C 1.02 -1.39 -0.47
C 0.29 -0.05 -0.32
O -0.45 0.35 -1.26
N 0.43 0.67 0.78
C 1.25 0.34 1.92
H 1.70 -1.65 0.34
H 1.70 -1.44 -1.32
H 0.29 -2.19 -0.57
H -0.19 1.47 0.84
H 0.99 1.04 2.71
H 2.26 0.50 1.53
H 1.15 -0.69 2.26
*
```

## Properties
HOMO: -18.73 eV
energy relative to the best compared isomer or geometry (same formula, charge and spin): 850.65 kJ/mol
gap between HOMO and LUMO: 0.0802 Ha
M: 199.772 g/mol
LUMO: -0.6081 Eh
energy: -20520.20511 eV

Results of the natural (NBO) charge analysis, in e, for atoms 1 through 8: 1.984 0.055 -0.734 0.634 -0.362 -0.286 -0.445 0.259

Computed, not measured: 2 unconnected molecules or ions with the total composition C3H7ClNS in a non-equilibrium geometry, with ωB97M-V with the def2-TZVPD basis set.

Structure (ORCA input):
```
! RIJCOSX wB97M-V def2-TZVPD def2/J DEFGRID3
* xyz 1 1
C 0.46 -0.37 1.55
C 1.36 0.24 -1.16
C -0.21 0.31 0.42
N -1.39 -0.41 -0.11
S -0.09 -1.81 2.09
Cl 0.53 -0.79 -2.30
H 1.46 -0.04 1.74
H 2.31 -0.10 -0.88
H 1.43 1.31 -1.34
H -0.27 1.36 0.40
H -2.38 0.01 0.18
H -1.48 -1.32 0.52
H -1.13 -0.64 -1.09
*
```

## Properties
HOMO: -13.67 eV
energy relative to the best compared isomer or geometry (same formula, charge and spin): 188.19 kJ/mol
gap between HOMO and LUMO: 0.3018 Ha
M: 124.616 g/mol
LUMO: -0.2005 Eh
energy: -28062.27651 eV

Results of the natural (NBO) charge analysis, in e, for atoms 1 through 8: -0.317 -0.309 -0.089 -0.800 0.139 0.073 0.240 0.224

Computed, not measured: a single C3H7ClS2 molecule in a non-equilibrium geometry, with ωB97M-V with the def2-TZVPD basis set.

Structure (ORCA input):
```
! RIJCOSX wB97M-V def2-TZVPD def2/J DEFGRID3
* xyz 0 1
C 1.02 -0.44 -0.75
C -0.18 -0.54 0.13
C -0.26 0.43 1.27
H 0.54 1.30 -2.17
H 1.83 -0.82 -0.13
H 0.97 -1.11 -1.65
H -0.08 -1.53 0.56
H -2.56 -0.45 0.23
H 0.72 0.64 1.63
H -0.77 0.07 2.19
S 1.51 1.17 -1.34
S -1.69 -0.64 -0.83
Cl -1.06 1.92 0.86
*
```

## Properties
HOMO: -9.03 eV
energy relative to the best compared isomer or geometry (same formula, charge and spin): 19.81 kJ/mol
gap between HOMO and LUMO: 0.3547 Ha
SMILES: SC[C@H](S)CCl
M: 142.676 g/mol
LUMO: 0.0229 Eh
energy: -37416.98983 eV

Results of the natural (NBO) charge analysis, in e, for atoms 1 through 8: -0.542 -0.376 -0.408 0.116 0.229 0.238 0.226 0.137

Computed, not measured: 2 unconnected molecules or ions with the total composition C3H7ClS2Si in a non-equilibrium geometry, with ωB97M-V with the def2-TZVPD basis set.

Structure (ORCA input):
```
! RIJCOSX wB97M-V def2-TZVPD def2/J DEFGRID3
* xyz 0 1
C 0.04 1.86 -0.81
C 0.88 0.78 -1.51
C 0.18 -1.81 2.30
Si 0.35 -0.61 0.78
S -0.47 1.36 0.86
S 0.50 -0.93 -1.27
Cl 3.18 0.00 0.80
H 0.86 2.65 -0.74
H -0.72 2.33 -1.45
H 0.98 0.99 -2.55
H 1.87 0.72 -1.00
H 0.08 -1.33 3.26
H -0.73 -2.38 2.31
H 1.02 -2.54 2.16
*
```

## Properties
HOMO: -9.06 eV
energy relative to the best compared isomer or geometry (same formula, charge and spin): 188.02 kJ/mol
gap between HOMO and LUMO: 0.3231 Ha
M: 170.762 g/mol
LUMO: -0.0099 Eh
energy: -45295.97887 eV

Results of the natural (NBO) charge analysis, in e, for atoms 1 through 8: -0.535 -0.592 -1.093 1.319 -0.133 -0.112 -0.673 0.246

Which of these has the highest LUMO? C3H7ClN4

Which of these has the highest gap between HOMO and LUMO? number 3

Among the records above, which one has the highest energy relative to the best compared isomer or geometry (same formula, charge and spin)? C3H7ClNOZr